(1)
One molecule with the formula C10H17BN2O, computed with wB97M-V/def2-TZVPD.

The geometry in XYZ format:
```
31
C10H17BN2O wB97M-V/def2-TZVPD
B 1.413 -0.164 0.003
C 3.758 0.879 -0.698
C 5.062 -0.291 0.513
C 2.924 0.006 0.016
C -0.974 1.137 1.514
C -1.572 0.773 0.211
C -1.028 -0.701 -0.299
C -3.152 0.561 0.463
C -1.314 1.839 -0.847
C -1.618 -1.189 -1.582
C -1.206 -1.855 0.737
N 5.047 0.655 -0.381
N 3.812 -0.735 0.800
O 0.447 -0.740 -0.574
H 3.376 1.705 -1.406
H 5.998 -0.753 0.876
H -0.895 0.454 2.354
H -0.203 1.797 1.333
H -3.375 0.816 1.464
H -3.553 -0.383 0.256
H -3.752 1.283 -0.079
H -1.698 1.443 -1.874
H -0.284 2.037 -1.061
H -1.688 2.848 -0.694
H -1.421 -2.219 -1.843
H -1.228 -0.456 -2.338
H -2.646 -0.994 -1.551
H -1.443 -2.808 0.307
H -2.009 -1.595 1.476
H -0.299 -1.885 1.451
H 3.522 -1.463 1.451
```

Values from the calculation:
Net charge: 0
Total energy: -600.70315 Ha
HOMO energy (alpha / beta): -0.213 / -0.282 hartree
Gap between HOMO and LUMO (alpha / beta): 5.93 / 7.89 eV
Spin multiplicity: 1
Relative energy (zero: lowest compared OMol25 entry of this formula, charge and spin): 105.4 kcal/mol
LUMO energy (alpha / beta): 0.1365 / 0.2259 eV

The net atomic charges from natural (NBO), expressed in e, are: atom 1 (B): 0.924, atom 2 (C): -0.046, atom 3 (C): 0.168, atom 4 (C): -0.364, atom 5 (C): -0.449, atom 6 (C): -0.133, atom 7 (C): 0.339, atom 8 (C): -0.612, atom 9 (C): -0.619, atom 10 (C): -0.653, atom 11 (C): -0.654, atom 12 (N): -0.460, atom 13 (N): -0.508, atom 14 (O): -0.747, atom 15 (H): 0.213, atom 16 (H): 0.204, atom 17 (H): 0.185, atom 18 (H): 0.178, atom 19 (H): 0.221, atom 20 (H): 0.203, atom 21 (H): 0.215, atom 22 (H): 0.203, atom 23 (H): 0.213, atom 24 (H): 0.230, atom 25 (H): 0.223, atom 26 (H): 0.218, atom 27 (H): 0.221, atom 28 (H): 0.218, atom 29 (H): 0.226, atom 30 (H): 0.222, atom 31 (H): 0.421

---

(2)
A 12-piece molecular cluster, C5H33NO12 overall, computed with wB97M-V/def2-TZVPD.

The geometry in XYZ format:
```
51
C5H33NO12 wB97M-V/def2-TZVPD
N 1.452 2.691 -0.836
C 0.978 1.297 -1.100
C 2.077 0.278 -1.412
C 2.218 -0.074 -2.908
C 0.928 -0.654 -3.621
C -0.061 -1.215 -2.752
O -1.195 -1.307 -3.095
H 2.203 2.922 -1.520
H 0.650 3.370 -0.814
H 0.211 1.216 -1.833
H 0.512 1.041 -0.143
H 1.932 -0.585 -0.739
H 3.071 0.659 -1.169
H 3.012 -0.841 -2.997
H 2.591 0.843 -3.585
H 0.596 0.169 -4.243
H 1.111 -1.341 -4.311
H 0.382 -1.766 -1.839
O -2.457 0.941 3.284
H -2.122 0.909 2.345
H -3.336 0.602 3.298
O -2.005 1.115 0.595
H -1.986 0.163 0.285
H -1.145 1.472 0.352
O -2.133 -1.236 -0.647
H -1.292 -1.458 -0.153
H -2.363 -1.505 -1.602
O -4.727 0.943 0.012
H -3.714 0.970 0.360
H -5.164 0.356 0.716
O 0.120 -2.192 0.928
H 0.200 -2.808 1.751
H 0.673 -1.432 1.208
O 2.026 2.491 1.802
H 1.946 2.186 0.891
H 1.638 3.425 1.808
O 1.043 -3.024 3.286
H 0.747 -2.196 3.726
H 2.026 -2.968 3.310
O 1.467 -0.113 2.185
H 2.156 -0.422 2.684
H 1.665 0.808 1.787
O -1.265 3.442 -2.023
H -1.653 4.272 -2.353
H -1.831 2.631 -2.174
O 0.489 -4.665 -0.069
H 0.433 -3.768 -0.127
H -0.495 -4.881 0.166
O -0.483 -0.580 3.930
H -1.279 -0.083 3.957
H 0.150 -0.096 3.398
```

Values from the calculation:
Net charge: 0
Total energy: -1167.84646 Ha
HOMO energy: -0.379 hartree
Gap between HOMO and LUMO: 10.40 eV
Spin multiplicity: 1
Relative energy (zero: lowest compared OMol25 entry of this formula, charge and spin): 111.2 kcal/mol
SMILES: NCCCCC=O.O.O.O.O.O.O.O.O.O.O.O
LUMO energy: 0.0811 eV

The net atomic charges from natural (NBO), expressed in e, are: atom 1 (N): -0.888, atom 2 (C): -0.224, atom 3 (C): -0.448, atom 4 (C): -0.383, atom 5 (C): -0.542, atom 6 (C): 0.455, atom 7 (O): -0.540, atom 8 (H): 0.375, atom 9 (H): 0.408, atom 10 (H): 0.187, atom 11 (H): 0.152, atom 12 (H): 0.230, atom 13 (H): 0.223, atom 14 (H): 0.217, atom 15 (H): 0.209, atom 16 (H): 0.233, atom 17 (H): 0.249, atom 18 (H): 0.122, atom 19 (O): -0.979, atom 20 (H): 0.505, atom 21 (H): 0.474, atom 22 (O): -0.994, atom 23 (H): 0.519, atom 24 (H): 0.486, atom 25 (O): -1.058, atom 26 (H): 0.524, atom 27 (H): 0.543, atom 28 (O): -0.975, atom 29 (H): 0.493, atom 30 (H): 0.458, atom 31 (O): -1.057, atom 32 (H): 0.532, atom 33 (H): 0.501, atom 34 (O): -0.985, atom 35 (H): 0.488, atom 36 (H): 0.498, atom 37 (O): -0.959, atom 38 (H): 0.510, atom 39 (H): 0.472, atom 40 (O): -0.986, atom 41 (H): 0.481, atom 42 (H): 0.515, atom 43 (O): -0.990, atom 44 (H): 0.493, atom 45 (H): 0.503, atom 46 (O): -0.941, atom 47 (H): 0.473, atom 48 (H): 0.462, atom 49 (O): -1.021, atom 50 (H): 0.499, atom 51 (H): 0.479